1.
# C20H17ClN2O3

C20H17ClN2O3 in the gas phase at a distorted geometry (ωB97M-V with the def2-TZVPD basis set, OMol25).

Geometry as XYZ:
```
43
Properties=species:S:1:pos:R:3:forces:R:3:mulliken_charge:R:1
Cl 2.8199 0.4334 -4.3431 -0.248 0.106 0.275 -0.233
O -1.6080 -2.8629 1.3608 -0.816 0.423 0.318 -0.651
O -0.0682 2.0691 -0.4031 -0.115 0.147 0.208 -0.375
O -3.7646 0.7742 -1.3162 -0.423 -1.255 0.125 -0.683
N -1.8285 0.2789 -0.1838 -0.431 1.356 -1.027 0.211
N 0.0866 -2.3350 0.0394 -1.364 -1.090 2.401 0.131
C -0.7047 0.8314 2.4365 -1.426 -0.114 -0.206 -0.041
C 0.6518 -1.7067 -0.9919 0.608 3.521 -3.280 -0.043
C 1.0595 0.2999 -2.2210 0.692 -1.184 -0.916 -1.409
C -0.2930 0.5028 3.7508 -2.497 2.223 -1.909 -0.991
C -2.6654 1.1080 -0.9153 -0.982 0.062 -0.190 0.429
C 2.1794 -1.8088 -3.0127 -0.475 1.628 1.206 -0.773
C -0.5752 4.3833 -1.1215 1.875 -2.813 2.151 -1.455
C 1.3795 0.1365 1.5965 -0.733 0.139 -1.003 -0.620
C 1.9649 -0.4369 -3.0801 -0.988 0.735 0.101 0.153
C -1.0000 2.9866 -0.7745 -5.314 -3.258 -2.268 0.882
C -2.2391 -1.1257 -0.2214 2.628 -0.499 0.803 -0.892
C 0.8982 -0.0065 3.9525 2.569 -2.019 3.300 -0.432
C -1.2402 -2.1103 0.4889 0.527 -0.923 0.572 0.679
C 0.0218 0.4898 1.3341 3.247 -0.236 -0.251 -0.098
C 0.4205 -0.2617 -1.1256 0.940 -0.964 -0.567 0.641
C 1.7489 -0.1154 2.8846 3.300 -1.817 -0.803 -0.367
C -0.4109 0.6700 -0.1196 0.545 -1.341 0.290 1.724
C 1.0067 -3.2275 0.7962 0.312 1.339 -2.551 -1.321
C 1.4406 -2.3961 -1.9704 0.557 0.115 1.360 -0.426
C -2.2836 2.4511 -1.1654 4.207 4.283 1.217 -0.683
H -2.9909 3.1920 -1.5946 0.369 -1.053 0.430 0.374
H 0.5855 -3.6630 1.6040 -1.833 -0.998 2.557 0.422
H 2.7869 -0.5726 2.9115 -1.230 0.818 0.766 0.272
H -0.8079 0.8112 4.6134 -1.317 0.167 0.647 0.463
H -1.6299 1.3233 2.1489 -0.387 -0.178 0.841 0.416
H 1.2537 -4.0415 0.1310 0.578 -0.168 -0.040 0.414
H -1.0990 4.7416 -1.9144 -1.530 0.697 -2.459 0.459
H 1.8584 -2.6364 1.1310 0.171 -0.137 -0.298 0.354
H -3.2341 -1.2349 0.1590 -0.215 -0.089 0.563 0.483
H 1.1159 -0.3343 5.0521 0.205 0.647 -2.326 0.245
H 1.7133 -3.3978 -1.6850 -0.328 -0.410 -0.316 0.197
H 0.8180 1.3061 -2.4757 0.372 0.694 -0.101 0.596
H -2.2306 -1.5224 -1.2060 -0.215 -0.018 -1.450 0.492
H -0.7275 5.0792 -0.3240 0.582 0.311 0.750 0.312
H 2.9880 -2.2416 -3.6373 -1.043 -0.119 0.597 0.387
H 2.1599 0.0524 0.8072 -0.944 -0.077 0.483 0.428
H 0.4432 4.1168 -1.3958 0.569 1.349 0.001 0.330
```
Positions in Å, forces in eV/Å.

Properties
- 2S+1 = 1
- total charge = 0
- energy (hartree) = -1567.66301
- HOMO-LUMO gap (eV) = 9.0
- SMILES = CC1=CC(=O)N2CC(=O)N(C)c3ccc(Cl)cc3[C@@]2(c2ccccc2)O1

***

2.
# C20H17IrN3O8

A molecular structure, C20H17IrN3O8 at a distorted geometry (ωB97M-V with the def2-TZVPD basis set, OMol25).

Geometry as XYZ:
```
49
Properties=species:S:1:pos:R:3:forces:R:3:mulliken_charge:R:1
Ir -0.2516 -0.0747 0.3740 -0.926 1.084 0.476 2.232
O -2.4659 -1.6359 0.9789 -0.718 -0.373 0.398 -0.608
O -3.5388 -0.9228 2.7228 0.083 0.102 0.016 -0.717
O 2.3119 -0.8096 -2.4842 -0.006 -0.002 -0.156 -0.716
O 1.0834 0.3339 -1.0217 0.966 -0.268 -0.507 -0.803
O 0.2643 -4.0139 -1.3266 -0.050 -0.026 -0.070 -0.800
O 0.1869 -2.1621 -0.0930 -0.093 -0.121 0.087 -0.852
O -1.6800 -0.2013 -1.2647 -0.169 -0.162 0.189 -0.722
O -1.6869 0.0219 2.0827 0.250 -0.795 -0.440 -0.564
N -2.6104 -0.8782 1.9369 0.364 -0.024 -0.127 0.947
N 1.0667 1.5164 2.3078 -0.098 0.007 -0.101 -0.780
N 1.1383 0.3984 1.7342 0.425 0.234 0.087 0.916
C -3.0073 -1.1320 -2.9151 -0.001 0.027 -0.017 -1.048
C 1.2332 -0.4601 -2.0601 0.164 0.229 0.202 -0.074
C -0.0550 -0.8017 -2.7975 -0.120 -0.086 -0.036 0.227
C -1.1277 4.3927 1.7843 -0.003 -0.017 -0.011 -0.538
C -1.6086 2.6684 0.1410 0.130 -0.055 -0.004 -0.519
C -0.0388 -2.8409 -1.1634 0.136 0.144 0.193 -0.058
C -0.7712 -2.0947 -2.2866 0.067 -0.061 0.088 0.125
C 4.5735 -0.3368 2.9712 -0.016 0.004 -0.013 -0.530
C 2.3771 -0.3031 2.0092 -0.276 -0.082 0.181 0.496
C -1.8316 3.9305 0.6688 -0.017 0.066 0.000 -0.699
C -2.3028 0.1288 -3.4699 -0.016 -0.007 0.013 -1.102
C 3.7678 -2.2302 1.7402 -0.051 -0.002 -0.024 -0.890
C -2.0919 -1.5230 -1.7618 0.081 -0.053 -0.224 -0.384
C 4.7753 -1.6151 2.4607 0.024 -0.004 0.021 -0.433
C 3.3812 0.3245 2.7468 0.071 -0.016 -0.035 -0.432
C 0.0496 2.3238 1.8137 0.046 -0.101 0.088 0.637
C -0.6558 1.8239 0.7146 -0.134 0.208 -0.137 0.142
C -0.1741 3.5820 2.3669 -0.013 0.005 -0.027 -0.628
C 2.5576 -1.5829 1.5162 0.039 -0.020 0.006 -0.279
C -1.1142 0.2640 -2.5237 -0.004 0.068 -0.137 -0.423
H -1.9736 0.0210 -4.5032 -0.003 0.012 0.005 0.414
H 0.1908 -0.8775 -3.8557 -0.008 -0.031 0.001 0.490
H -2.9486 1.0037 -3.4018 0.008 0.015 -0.024 0.304
H -4.0070 -0.9011 -2.5498 -0.006 -0.004 0.000 0.386
H 3.9108 -3.2218 1.3309 0.000 -0.004 0.016 0.428
H -2.5492 -2.0864 -0.9648 -0.028 0.038 0.025 0.763
H -2.5792 4.5721 0.2155 0.003 -0.004 0.000 0.399
H -3.0813 -1.9375 -3.6448 -0.015 -0.003 0.013 0.401
H 3.2236 1.3235 3.1215 0.014 -0.002 -0.002 0.415
H 1.7721 -2.0702 0.9547 -0.023 0.003 -0.042 0.717
H -2.1921 2.3266 -0.7061 -0.042 0.008 0.024 0.307
H 5.7191 -2.1214 2.6224 -0.005 -0.003 0.006 0.370
H 5.3564 0.1544 3.5356 0.001 -0.002 0.002 0.343
H -0.9322 -2.8174 -3.0842 -0.043 0.083 -0.053 0.546
H -1.3288 5.3773 2.1858 -0.015 -0.002 -0.002 0.352
H -0.7234 1.2688 -2.3955 -0.007 -0.016 0.072 0.802
H 0.3880 3.8954 3.2375 0.034 0.008 -0.020 0.439
```
Positions in Å, forces in eV/Å.

Properties
- 2S+1 = 1
- total charge = -1
- energy (hartree) = -1642.85780
- HOMO-LUMO gap (eV) = 7.2

***

3.
# C20H17N3O3

C20H17N3O3 in the gas phase at a distorted geometry (ωB97M-V with the def2-TZVPD basis set, OMol25).

Geometry as XYZ:
```
43
Properties=species:S:1:pos:R:3:forces:R:3:mulliken_charge:R:1
O -1.6172 -1.9275 0.8323 0.035 -0.113 0.005 -0.657
O -3.4196 3.8809 1.5977 0.141 0.254 -0.070 -0.605
O -5.4973 3.7100 2.0995 -0.279 0.102 -0.009 -0.600
N 4.2125 -1.0982 -5.4998 -0.046 -0.093 -0.542 -0.618
N -4.3936 3.2380 1.9372 0.107 0.576 -0.101 0.984
N -0.5074 0.0660 0.9714 -0.028 0.422 0.098 -0.163
C 0.7482 -0.2307 0.4292 0.349 -0.108 -0.181 1.020
C 2.9684 0.5464 -0.0812 -0.002 -0.121 -0.004 -0.742
C -1.5843 -0.7508 1.1265 -0.095 0.165 0.073 0.620
C 4.0611 0.0345 -4.8339 -0.033 0.290 0.236 -0.444
C 2.3268 -1.6840 -0.6412 0.106 0.241 0.085 -0.587
C -3.6741 -0.8622 2.4549 0.165 0.060 -0.113 -0.898
C -3.0560 1.2724 1.5836 -0.034 0.050 0.012 -0.787
C 1.7116 0.7751 0.4432 -0.171 -0.074 0.013 -0.652
C -6.3247 1.5977 3.5419 -0.277 0.087 0.104 -1.348
C -4.7980 -0.3057 3.0271 0.112 0.074 -0.083 -0.740
C -2.7750 -0.0739 1.7357 -0.424 0.015 0.124 0.620
C -5.0987 1.0497 2.8970 0.186 0.286 -0.191 1.011
C -4.2002 1.8257 2.1534 0.248 -1.327 0.149 0.002
C 1.0658 -1.4690 -0.1209 -0.165 -0.147 -0.003 -0.752
C 3.2952 -0.6878 -0.6262 0.049 -0.005 0.165 0.626
C 4.6509 -0.9408 -1.2323 -0.112 0.004 -0.070 -1.537
C 4.2010 0.1378 -3.4606 0.059 -0.167 -0.060 -0.208
C 4.5125 -2.1825 -4.8075 0.035 -0.215 0.112 -0.364
C 4.5201 -1.0023 -2.7303 0.165 -0.058 -0.191 0.734
C 4.6753 -2.1914 -3.4309 -0.010 0.177 0.031 -0.283
H 5.3341 -0.1346 -0.9572 0.025 -0.074 0.034 0.414
H -5.4722 -0.9332 3.5903 -0.069 -0.023 0.073 0.341
H 5.0554 -1.8840 -0.8597 0.066 0.066 0.003 0.442
H -3.4668 -1.9172 2.5504 0.006 -0.091 0.006 0.443
H -2.4293 1.9279 0.9956 0.018 -0.019 0.017 0.533
H 4.6279 -3.0895 -5.3871 0.029 -0.123 0.032 0.352
H 4.9232 -3.1079 -2.9162 0.033 -0.091 0.049 0.355
H 3.8154 0.8998 -5.4358 -0.019 0.126 0.033 0.362
H -7.0580 1.8705 2.7838 -0.045 0.021 0.058 0.282
H 2.5625 -2.6473 -1.0691 0.011 -0.122 -0.057 0.375
H -0.5917 1.0112 1.3197 -0.084 -0.239 0.000 0.107
H 0.3273 -2.2522 -0.1365 -0.019 -0.014 0.009 0.500
H -6.1069 2.5042 4.1036 -0.063 -0.019 0.034 0.367
H -6.7634 0.8593 4.2080 0.007 -0.065 0.033 0.399
H 3.7036 1.3381 -0.0587 0.083 0.067 0.005 0.366
H 1.4732 1.7413 0.8665 -0.029 0.102 0.050 0.335
H 4.0626 1.0861 -2.9635 -0.033 0.122 0.034 0.395
```
Positions in Å, forces in eV/Å.

Properties
- 2S+1 = 1
- total charge = 0
- energy (hartree) = -1162.26670
- HOMO-LUMO gap (eV) = 7.9
- SMILES = Cc1ccc(C(=O)Nc2ccc(Cc3ccncc3)cc2)cc1[N+](=O)[O-]